1.
# C78H76IN10O6Ti

C78H76IN10O6Ti as an isolated structure (wB97M-V/def2-TZVPD, OMol25).

Atoms and positions in Å:
1 Ti 0.07170 -0.74200 0.82825
2 C 4.66504 1.80158 7.43825
3 C 3.23455 1.45778 7.89935
4 C 3.21649 1.34223 9.43004
5 C 2.30475 2.57687 7.43326
6 C 2.99643 0.05562 7.31405
7 O 3.81190 -0.81697 7.53623
8 N 1.97707 -0.19795 6.43465
9 C 0.61968 0.11066 6.47834
10 C 0.02271 0.38629 7.70712
11 C -1.33978 0.57163 7.83068
12 C -2.14097 0.47548 6.70537
13 C -1.56521 0.16929 5.48998
14 C -0.18955 -0.03334 5.33525
15 C 0.24097 -0.48463 4.00330
16 C 1.38417 -0.01009 3.28447
17 C 2.52062 0.70783 3.69668
18 C 3.43538 0.67254 2.64856
19 C 2.86465 -0.08109 1.61891
20 N 1.60675 -0.43095 1.98620
21 C 3.33514 -0.44365 0.27892
22 C 2.43966 -0.09974 -0.74319
23 C 2.79750 0.31592 -2.08621
24 C 1.68356 0.72777 -2.70291
25 C 0.50075 0.39684 -1.82207
26 C -0.13809 -0.83883 -2.46412
27 C 0.10293 -2.06605 -1.79917
28 N 0.08698 -2.23426 -0.43239
29 C 0.12689 -3.58869 -0.18165
30 C -0.28306 -4.17168 1.04098
31 C -0.58777 -3.36493 2.14919
32 C -1.28515 -3.66957 3.35913
33 C -1.23940 -2.55743 4.15114
34 C -0.47148 -1.56797 3.45351
35 N -0.19593 -2.05780 2.19846
36 C -0.40376 -5.63501 1.06895
37 C -1.02944 -6.29618 0.00872
38 C -0.94171 -7.66505 -0.14280
39 C -0.20000 -8.41485 0.75723
40 C 0.32647 -7.79610 1.87479
41 C 0.16544 -6.42978 2.08046
42 N 0.63826 -5.86379 3.27460
43 C 0.37739 -6.15416 4.57791
44 O 1.04161 -5.59072 5.42918
45 C -0.71570 -7.15121 5.01576
46 C -1.77886 -7.55161 3.99187
47 C 0.01422 -8.40959 5.50172
48 C -1.44133 -6.49583 6.20166
49 C 0.38592 -4.26221 -1.40748
50 C 0.33061 -3.32894 -2.40694
51 C -0.95261 -0.73175 -3.64792
52 C -0.81233 0.29438 -4.60220
53 C -1.68342 0.47541 -5.65288
54 C -2.80446 -0.32550 -5.78661
55 C -2.99562 -1.33672 -4.86275
56 C -2.07634 -1.59123 -3.85881
57 N -2.35446 -2.56000 -2.89384
58 C -2.93388 -3.76457 -2.77838
59 O -3.20302 -4.15085 -1.64117
60 C -3.20069 -4.71926 -3.95666
61 C -2.53444 -6.04061 -3.54422
62 C -2.65687 -4.33745 -5.33500
63 C -4.71975 -4.92350 -4.02868
64 N 1.12275 0.06311 -0.56102
65 C 4.47872 -1.25775 -0.04100
66 C 4.48101 -1.95015 -1.27460
67 C 5.52877 -2.74190 -1.68123
68 C 6.62577 -2.93783 -0.85302
69 C 6.60187 -2.37266 0.40966
70 C 5.54905 -1.57110 0.82875
71 N 5.62569 -1.06114 2.14814
72 C 5.14039 -1.50600 3.33424
73 O 5.36666 -0.84198 4.32836
74 C 4.44530 -2.86889 3.44927
75 C 5.57624 -3.84378 3.81369
76 C 3.69770 -3.38352 2.22124
77 C 3.44543 -2.77569 4.60713
78 H 4.97770 2.76505 7.84004
79 H 4.71156 1.84066 6.35154
80 H 5.35943 1.03452 7.77245
81 H 3.63394 2.23851 9.88587
82 H 3.80928 0.48286 9.73640
83 H 2.20068 1.21330 9.80186
84 H 2.71369 3.52856 7.77587
85 H 1.29837 2.48368 7.83321
86 H 2.23759 2.60855 6.34824
87 H 2.19088 -0.99747 5.84563
88 H 0.64454 0.39113 8.58731
89 H -1.77256 0.75405 8.80396
90 H -3.21162 0.60859 6.76970
91 H -2.20068 0.06584 4.62486
92 H 2.67132 1.19694 4.63708
93 H 4.39668 1.14865 2.64082
94 H 3.80333 0.37239 -2.46045
95 H 1.62895 1.15628 -3.68207
96 H -1.77175 -4.59838 3.58560
97 H -1.65154 -2.44957 5.13686
98 H -1.61787 -5.70546 -0.67580
99 H -1.43229 -8.14860 -0.97345
100 H -0.05838 -9.47579 0.60620
101 H 0.88826 -8.36104 2.60605
102 H 1.19254 -5.01756 3.16702
103 H -1.42709 -8.31653 3.30790
104 H -2.12908 -6.70843 3.40277
105 H -2.63346 -7.96342 4.52726
106 H -0.70195 -9.15341 5.84292
107 H 0.68842 -8.16091 6.31602
108 H 0.59502 -8.84835 4.69442
109 H -2.04622 -7.23267 6.72504
110 H -2.09499 -5.69956 5.85368
111 H -0.72557 -6.06753 6.89602
112 H 0.59044 -5.30848 -1.52825
113 H 0.47866 -3.48445 -3.45924
114 H 0.00933 0.98017 -4.53396
115 H -1.50857 1.27249 -6.36080
116 H -3.52471 -0.14952 -6.57261
117 H -3.90312 -1.91822 -4.88465
118 H -2.09929 -2.22190 -1.96697
119 H -1.45403 -5.91988 -3.51685
120 H -2.78047 -6.83081 -4.25060
121 H -2.87400 -6.33330 -2.55555
122 H -2.61038 -5.23284 -5.95615
123 H -1.65826 -3.91717 -5.26949
124 H -3.29510 -3.62653 -5.84796
125 H -5.09242 -5.22600 -3.05401
126 H -4.96833 -5.69283 -4.75727
127 H -5.22219 -4.00321 -4.31781
128 H 3.60376 -1.89932 -1.90235
129 H 5.47326 -3.24121 -2.63877
130 H 7.45585 -3.55213 -1.17124
131 H 7.40296 -2.55783 1.11305
132 H 6.11801 -0.17894 2.24125
133 H 6.28977 -3.92930 2.99466
134 H 5.16825 -4.83004 4.02740
135 H 6.10043 -3.48492 4.69676
136 H 4.35171 -3.55971 1.37442
137 H 2.90970 -2.69565 1.91495
138 H 3.23010 -4.33431 2.47523
139 H 3.91797 -2.30750 5.46782
140 H 3.08365 -3.76102 4.89196
141 H 2.59312 -2.17661 4.28654
142 C 0.11999 3.64507 -3.32169
143 C 0.42320 3.59985 -1.85313
144 N 1.04645 4.67498 -1.37509
145 C 1.26290 4.73920 -0.07094
146 C 0.84152 3.80650 0.85187
147 C 0.96901 4.17106 2.31124
148 O 1.42046 3.17606 3.19311
149 C 0.18106 2.62717 0.38122
150 C -0.37854 1.71979 1.30927
151 N -1.27252 0.71188 1.05071
152 C -2.36847 0.65209 1.87233
153 C -2.76545 1.75237 2.66458
154 C -3.85509 1.69188 3.50521
155 C -4.61937 0.53809 3.58495
156 C -4.32598 -0.51962 2.73750
157 C -3.23967 -0.45265 1.88569
158 I -3.02258 -1.96532 0.42161
159 C 0.03096 2.54431 -1.03953
160 O -0.50048 1.40051 -1.61583
161 H -0.09458 4.67540 -3.59334
162 H -0.73479 3.01425 -3.55034
163 H 0.98265 3.32477 -3.90568
164 H 1.77435 5.63954 0.25074
165 H -0.02194 4.45189 2.69502
166 H 1.62745 5.05103 2.39552
167 H 2.21124 2.74403 2.83638
168 H -0.23876 1.97702 2.36203
169 H -2.22263 2.67969 2.57323
170 H -4.11730 2.55871 4.09531
171 H -5.45299 0.47946 4.26948
172 H -4.95428 -1.39958 2.72537

orbital gap (alpha / beta) = 3.645 / 3.634 eV
HOMO energy (alpha / beta) = -3.17 / -3.15 eV
ΔE to the lowest compared entry with this formula, charge and spin = 0.000 eV
DFT total energy = -140525.766 eV
charge = -1

***

2.
# C3H9NS2

C3H9NS2 as an isolated structure (wB97M-V/def2-TZVPD, OMol25).

Atoms and positions in Å:
1 N -0.46572 1.02117 1.83935
2 C 0.39207 0.37677 0.91582
3 C 0.13281 -0.54858 -0.37182
4 C 0.16712 0.97979 -0.44447
5 S 2.89999 -0.83685 -1.58430
6 S -2.76318 -0.04843 0.58459
7 H -3.99876 0.34374 0.20238
8 H -0.23470 1.00953 2.83339
9 H 1.43270 0.20613 1.24019
10 H 0.05384 -1.83603 0.75633
11 H -0.61842 -0.79472 -1.12825
12 H 1.07668 -0.94833 -0.82680
13 H 0.88541 1.67768 -0.77623
14 H -0.82757 1.38609 -0.64071
15 H -1.51157 0.61813 1.46198

orbital gap = 4.382 eV
HOMO energy = -8.09 eV
ΔE to the lowest compared entry with this formula, charge and spin = 12.016 eV
DFT total energy = -26405.661 eV